A structure of composition C22H33BrNPd, computed with ωB97M-V/def2-TZVPD.

Last column: Löwdin charge in e.
Geometry (Å):
Pd1 0.342059 0.727046 -0.260099  1.045
C1 -1.637705 -1.040414 -0.370103  0.188
C2 -0.987274 -1.037808 0.899246  0.006
C3 0.418482 -1.357635 0.648928  -0.072
C4 0.554202 -1.490431 -0.776467  0.089
C5 -0.705744 -1.281013 -1.411708  -0.055
C6 -0.920055 -1.046911 -2.875659  -0.533
C7 -0.460951 0.423514 -3.091087  -0.016
C8 -0.093650 -1.983063 -3.762520  0.001
C9 -2.386656 -1.168872 -3.300877  -0.009
C10 1.602370 -1.591855 1.573966  -0.520
C11 1.835120 -0.363544 2.475208  -0.006
C12 1.437060 -2.878927 2.384007  0.020
C13 2.908213 -1.729145 0.757545  -0.029
C14 -1.733831 -0.575630 2.137790  -0.506
C15 -3.263579 -0.632000 1.946489  -0.028
C16 -1.356946 0.912686 2.340040  -0.001
C17 -1.505311 -1.429228 3.387758  -0.007
H1 -2.701151 -0.945466 -0.516637  0.155
H2 1.426824 -1.872520 -1.282990  0.155
H3 0.615802 0.547369 -2.862308  0.094
H4 -1.095260 1.107009 -2.498861  0.086
H5 -0.592386 0.692025 -4.139392  0.128
H6 0.977024 -1.866740 -3.593726  0.095
H7 -0.273554 -1.760160 -4.812076  0.119
H8 -0.366262 -3.020149 -3.590299  0.112
H9 -3.010370 -0.423215 -2.807185  0.097
H10 -2.772667 -2.162224 -3.092240  0.112
H11 -2.487144 -0.999521 -4.372083  0.118
H12 1.135451 -0.328795 3.308728  0.081
H13 1.777877 0.572206 1.877373  0.078
H14 2.831643 -0.412756 2.913464  0.122
H15 0.567474 -2.839584 3.043847  0.073
H16 2.316400 -3.040253 3.006190  0.127
H17 1.306314 -3.743047 1.733312  0.112
H18 3.073974 -0.837320 0.142349  0.092
H19 2.904773 -2.621373 0.137125  0.104
H20 3.760248 -1.827349 1.428149  0.118
H21 -3.604762 0.104271 1.220445  0.099
H22 -3.775059 -0.381984 2.877644  0.119
H23 -3.589619 -1.631372 1.673129  0.112
H24 -1.514316 1.483255 1.402567  0.082
H25 -0.332982 1.050561 2.693290  0.074
H26 -2.019489 1.343849 3.089828  0.128
H27 -1.740245 -2.470182 3.175255  0.113
H28 -2.164449 -1.107975 4.196666  0.121
H29 -0.493880 -1.336199 3.789638  0.073
Br1 -0.768740 6.252337 -1.819901  0.860
C18 0.517202 4.945280 -1.268753  -0.601
C19 1.878380 5.249464 -1.206365  -0.025
C20 2.765021 4.240374 -0.869761  0.008
C21 2.275549 2.975785 -0.569036  -0.113
N1 0.967508 2.700493 -0.602917  -0.119
C22 0.099654 3.646443 -0.952575  -0.177
H30 2.230708 6.250548 -1.424418  0.138
H31 3.828528 4.432137 -0.847620  0.138
H32 2.957894 2.175981 -0.292769  0.115
H33 -0.957715 3.402026 -0.989541  0.107

Cartesian forces (eV/Å) of the 2 atoms listed first:
Pd 0.1 -3.5 0.5
C 0.0 0.3 0.0

Properties
F_max ... 3.5 eV/Å
2S+1 ... 1
Electronic energy ... -98329.0056 eV
Charge ... +3
Gap between HOMO and LUMO (spin up / spin down) ... 3.02 / 3.06 eV


A cluster of 2 separate species, C22H33ClFN2O5P2S in total, computed with ωB97M-V/def2-TZVPD.

Last column: Löwdin charge in e.
Geometry (Å):
C1 -1.586444 -7.412924 -1.486475  0.198
C2 -1.077629 -6.396592 -1.130075  -0.159
N1 -0.605286 -5.358599 -0.347153  0.013
C3 -1.348274 -4.350032 0.275401  -0.155
C4 -2.823754 -4.162424 0.192498  -0.368
S1 -3.533704 -4.460974 -1.467338  0.897
C5 -2.478500 -3.493837 -2.598944  -0.514
C6 -2.055536 -4.305674 -3.849286  -0.138
C7 -0.397170 -3.633593 0.956621  -0.096
C8 -0.569261 -2.439670 1.865461  -0.075
C9 -1.019564 -1.157557 1.141327  -0.124
C10 -0.054862 -0.756086 0.035361  -0.249
C11 -0.521930 -0.796677 -1.263859  -0.048
C12 0.342315 -0.384664 -2.282983  -0.074
C13 1.622357 0.007297 -1.989794  -0.090
C14 2.088419 0.023577 -0.673920  -0.067
C15 1.244466 -0.355016 0.351562  -0.044
N2 0.815097 -4.190788 0.686342  0.013
F1 1.977572 -3.760975 1.172907  0.125
C16 0.713860 -5.256652 -0.114546  -0.293
P1 1.969472 -6.433031 -0.852890  0.613
O1 2.854574 -5.516541 -1.852607  -0.309
Cl1 3.141671 -6.904094 0.772411  0.273
H1 -2.102898 -8.306712 -1.753513  0.069
H2 -3.135388 -3.170896 0.514885  0.078
H3 -3.287179 -4.876953 0.879583  0.101
H4 -1.582921 -3.203758 -2.050031  0.039
H5 -3.039528 -2.610239 -2.898750  0.068
H6 -2.595274 -5.248826 -3.924403  0.059
H7 -2.227387 -3.681156 -4.724350  0.074
H8 -0.989127 -4.530405 -3.790191  0.066
H9 -1.293938 -2.728889 2.628692  0.135
H10 0.411453 -2.237045 2.297081  0.115
H11 -0.958981 -0.355495 1.886340  0.129
H12 -2.056207 -1.169490 0.805920  0.112
H13 -1.527829 -1.135117 -1.467328  0.096
H14 -0.051776 -0.388715 -3.293714  0.112
H15 2.251741 0.326258 -2.812456  0.110
H16 3.114222 0.335842 -0.521035  0.110
H17 1.621700 -0.323499 1.368606  0.121
H18 3.417005 -4.886551 -1.371469  0.068
O2 -1.051272 3.552911 1.805311  -0.224
P2 0.328548 4.137094 1.731168  0.623
O3 0.003690 5.732515 1.975964  -0.216
C17 -0.302335 6.177169 3.300922  -0.279
C18 0.899102 6.113841 4.226961  -0.082
O4 0.475231 4.041789 0.088849  -0.248
C19 -0.392082 3.221288 -0.686266  -0.293
C20 -1.594147 4.000861 -1.182237  -0.064
O5 1.948393 4.330907 1.863719  -0.234
C21 2.820530 4.799482 0.819362  -0.260
C22 2.517073 6.183886 0.295438  -0.071
H19 -1.130751 5.586592 3.702879  0.111
H20 -0.643622 7.207794 3.210878  0.120
H21 1.210420 5.079777 4.401229  0.069
H22 0.661972 6.561163 5.192688  0.081
H23 1.750459 6.637812 3.793455  0.077
H24 -0.677863 2.336291 -0.118085  0.090
H25 0.181012 2.858528 -1.543920  0.112
H26 -2.065555 4.572607 -0.383887  0.076
H27 -2.335347 3.332102 -1.623322  0.076
H28 -1.286991 4.721275 -1.942690  0.078
H29 2.860313 4.068417 0.013618  0.109
H30 3.815489 4.809944 1.268901  0.121
H31 1.555140 6.236400 -0.208744  0.070
H32 3.284880 6.475437 -0.423207  0.086
H33 2.502137 6.911289 1.107130  0.078

Cartesian forces (eV/Å) of the 2 atoms listed first:
C -0.2 -0.2 -0.1
C -0.3 0.1 1.0

Properties
F_max ... 7.8 eV/Å
2S+1 ... 1
Electronic energy ... -81210.1773 eV
Charge ... +1
Gap between HOMO and LUMO ... 7.83 eV


A structure of composition C22H33ClIORuS4Si4, computed with ωB97M-V/def2-TZVPD.

Last column: Löwdin charge in e.
Geometry (Å):
Ru1 -15.842382 5.132679 10.139350  0.224
I1 -14.944367 4.987167 12.545896  0.997
C1 -16.233572 6.782711 12.725717  -0.477
C2 -16.585721 7.238487 13.975206  -0.153
C3 -17.264326 8.474214 14.063751  -0.108
C4 -17.548099 9.257537 12.974553  -0.031
C5 -17.156286 8.838637 11.640880  -0.167
C6 -17.346970 9.652925 10.515512  -0.071
C7 -16.986695 9.181159 9.287281  -0.101
C8 -16.492174 7.876495 9.138649  -0.135
C9 -16.299689 7.067752 10.241671  -0.425
C10 -16.525998 7.554380 11.535054  -0.281
H1 -16.394707 6.656703 14.878077  0.092
H2 -17.516111 8.881131 15.031470  0.092
H3 -17.952202 10.258696 13.099656  0.102
H4 -17.821876 10.670788 10.616208  0.122
H5 -17.184043 9.780972 8.393772  0.101
H6 -16.255897 7.523648 8.136764  0.086
O1 -8.858082 4.878439 10.099324  -0.060
C11 -10.005348 5.253714 10.194987  -1.001
S1 -10.636565 6.473960 11.294612  0.926
C12 -12.151491 6.789028 10.443033  -1.173
C13 -12.558952 5.703331 9.573812  -1.067
S2 -14.111740 5.273475 8.891224  0.471
S3 -11.282370 4.696350 9.084505  0.966
S4 -12.966253 8.251050 10.759772  0.615
Cl1 -18.169380 4.835651 10.337630  0.042
C14 -13.482758 1.719049 7.631775  -0.245
Si1 -14.270233 1.287337 9.283026  0.350
C15 -14.476260 -0.604356 9.350013  -0.212
C16 -13.028426 1.693053 10.686386  -0.229
Si2 -16.195566 2.743315 9.552724  0.240
Si3 -17.408501 2.411036 7.457476  0.358
C17 -16.537338 3.314842 6.097835  -0.235
C18 -19.113573 3.219839 7.704232  -0.276
C19 -17.581112 0.540501 7.093304  -0.220
Si4 -17.321117 1.283768 11.186393  0.354
C20 -18.040269 -0.325606 10.412800  -0.218
C21 -16.055121 0.897484 12.520261  -0.249
C22 -18.758133 2.104653 12.085726  -0.272
H7 -12.447501 1.470247 7.728174  0.006
H8 -13.583387 2.773578 7.376273  -0.012
H9 -13.943967 1.102917 6.842419  0.028
H10 -13.532294 -1.012476 9.020983  0.017
H11 -15.273677 -0.984223 8.696163  0.005
H12 -14.689992 -0.985959 10.346507  0.013
H13 -12.040349 1.261362 10.462132  0.028
H14 -13.362122 1.232651 11.602075  -0.006
H15 -12.853219 2.764815 10.861309  -0.009
H16 -16.188587 4.286973 6.416658  0.013
H17 -17.254134 3.461647 5.284981  0.026
H18 -15.678364 2.757754 5.712906  0.021
H19 -19.078384 4.305365 7.526169  0.017
H20 -19.634591 3.040549 8.653352  -0.001
H21 -19.734783 2.786954 6.936820  0.002
H22 -16.666105 -0.047841 7.323792  0.006
H23 -17.731286 0.466206 6.008509  0.018
H24 -18.446750 0.124616 7.641257  0.018
H25 -17.513275 -0.760856 9.562270  -0.012
H26 -19.087391 -0.160804 10.101142  0.028
H27 -18.003817 -1.075035 11.217965  0.021
H28 -15.306120 0.138060 12.258130  0.009
H29 -16.591946 0.502570 13.371920  0.015
H30 -15.540508 1.816786 12.853724  -0.006
H31 -19.545875 2.434140 11.361988  0.020
H32 -18.448336 2.967673 12.637595  -0.007
H33 -19.208191 1.401183 12.761858  0.009

Cartesian forces (eV/Å) of the 2 atoms listed first:
Ru -0.7 -1.7 -0.5
I -0.7 1.2 1.4

Properties
F_max ... 3.1 eV/Å
2S+1 ... 5
Electronic energy ... -123456.4414 eV
Energy relative to the best compared isomer or geometry (same formula, charge and spin) ... 0.0 kcal/mol
Charge ... -1
Gap between HOMO and LUMO (spin up / spin down) ... 6.58 / 5.19 eV